{"formula": "CH11N2O3", "method": "the ωB97M-V functional and the def2-TZVPD basis", "e_above_lowest_kcal_mol": 12.0, "charge": 1, "symbols": ["N", "C", "N", "H", "H", "H", "H", "H", "H", "H", "O", "H", "H", "O", "H", "H", "O"], "positions_angstrom": [[-0.21984, 0.37509, 0.37806], [0.37480, 1.25896, 1.12911], [1.59412, 1.63402, 0.86892], [0.06132, 0.07070, -0.53286], [-1.12641, 0.01546, 0.68926], [-0.19011, 1.60809, 1.98091], [2.19954, 2.09314, 1.53369], [2.11690, 1.18748, 0.13163], [-2.56363, -0.86651, 2.33874], [-3.19972, 0.51993, 2.12727], [-2.40444, 0.01293, 1.97905], [2.19629, 0.89301, -2.77046], [2.42851, -0.19703, -1.75486], [2.11358, 0.71413, -1.82566], [-1.90254, -2.91283, -2.00365], [-0.52673, -3.60292, -2.29536], [-0.95165, -2.80367, -1.97380]], "forces_ev_per_angstrom": [[-1.4, -0.2, 0.2], [0.1, -1.0, -0.5], [1.1, 0.4, 0.6], [0.8, 0.0, -0.4], [0.1, 0.5, 0.0], [0.3, 0.1, 0.2], [-0.6, 0.4, 0.2], [-0.2, 0.1, -0.6], [-0.1, 0.1, 0.1], [-0.4, 0.2, 0.1], [0.4, -0.3, 0.0], [-0.1, 0.3, 0.1], [0.0, 0.0, -0.1], [0.0, -0.5, 0.0], [-0.1, -0.4, -0.2], [-0.3, -0.1, 0.0], [0.4, 0.6, 0.3]], "mulliken_charge": [-0.207, 0.194, -0.240, 0.207, 0.297, 0.371, 0.269, 0.196, 0.313, 0.315, -0.668, 0.315, 0.332, -0.705, 0.321, 0.325, -0.637]}


{"formula": "C20H38BeF6N2O8S2", "method": "the ωB97M-V functional and the def2-TZVPD basis", "energy_ha": -2906.49420, "symbols": ["Be", "C", "F", "F", "F", "S", "O", "O", "O", "C", "F", "F", "F", "S", "O", "O", "O", "C", "C", "C", "C", "C", "C", "N", "O", "C", "C", "C", "H", "H", "H", "H", "H", "H", "H", "H", "H", "H", "H", "H", "H", "H", "H", "H", "H", "H", "H", "C", "C", "C", "C", "C", "C", "N", "O", "C", "C", "C", "H", "H", "H", "H", "H", "H", "H", "H", "H", "H", "H", "H", "H", "H", "H", "H", "H", "H", "H"], "positions_angstrom": [[0.21195, -0.39221, 0.70667], [4.42396, 0.79193, 2.98025], [5.34871, 1.73857, 2.98048], [5.10353, -0.36560, 2.98267], [3.64455, 0.81366, 4.05053], [3.39034, 0.91949, 1.43491], [3.02707, 2.31723, 1.38008], [4.18807, 0.44291, 0.33418], [2.26252, -0.02016, 1.64601], [-4.23595, -1.02586, 0.07119], [-5.16635, -0.98150, 1.01018], [-4.62629, -1.81468, -0.91945], [-4.08607, 0.21843, -0.40212], [-2.58390, -1.58978, 0.73360], [-2.09372, -0.56762, 1.68689], [-2.91419, -2.86157, 1.30025], [-1.60834, -1.50709, -0.35406], [-1.62375, 2.00647, -1.52849], [-1.54054, 2.87192, -0.28262], [-2.95522, 3.07512, 0.27764], [-2.91095, 3.73347, 1.66382], [-2.13592, 2.76987, 2.56549], [-0.65985, 2.72742, 2.11627], [-0.68158, 2.20394, 0.73818], [0.61471, 1.90495, 0.25009], [0.07893, 4.04297, 2.34956], [-0.01487, 1.68955, 3.03939], [-1.01999, 4.26630, -0.71249], [-1.76336, 0.95494, -1.26315], [-0.68409, 2.07474, -2.07848], [-2.46528, 2.22309, -2.18563], [-3.54390, 3.78946, -0.30496], [-3.49836, 2.13383, 0.30202], [-3.90777, 3.85949, 2.09352], [-2.50492, 4.73954, 1.57717], [-2.64083, 1.80694, 2.56121], [-2.19267, 3.23067, 3.55602], [0.03878, 4.25456, 3.42042], [1.07904, 4.13338, 1.93193], [-0.51158, 4.89222, 1.99643], [-0.31980, 1.87725, 4.06609], [-0.31560, 0.65975, 2.77390], [1.06569, 1.56945, 2.94686], [-1.11191, 5.01276, 0.06988], [-1.60369, 4.53060, -1.59170], [0.04897, 4.25210, -0.94591], [1.07553, 2.75851, 0.18455], [2.27667, -2.05892, -3.33135], [1.09050, -1.78462, -2.37838], [-0.13120, -2.44193, -3.04222], [-0.15579, -3.96179, -2.83944], [-0.13522, -4.25487, -1.34299], [1.12460, -3.66134, -0.64852], [1.17883, -2.22303, -0.97883], [2.27057, -1.62011, -0.31402], [0.87296, -3.76449, 0.85043], [2.36020, -4.47814, -1.03562], [0.84537, -0.28623, -2.34478], [2.25401, -3.06836, -3.73664], [3.21306, -1.74604, -2.86259], [2.21429, -1.45147, -4.23637], [-1.05424, -2.07662, -2.59042], [-0.06103, -2.20804, -4.10451], [0.66287, -4.41876, -3.40042], [-1.08877, -4.38313, -3.21901], [-0.10440, -5.33412, -1.18128], [-1.06652, -3.88105, -0.92015], [-0.05462, -3.27524, 1.16023], [0.85662, -4.81493, 1.14465], [1.65814, -3.29731, 1.45168], [2.11848, -5.52651, -1.18775], [2.81576, -4.15667, -1.97527], [3.14547, -4.30810, -0.29574], [1.64322, 0.29172, -1.87864], [-0.13260, -0.04540, -1.91385], [0.64768, 0.11063, -3.34611], [3.05396, -2.03652, -0.71132]], "forces_ev_per_angstrom": [[0.3, 0.6, -0.4], [0.2, -1.2, -1.0], [-0.4, 0.6, 0.4], [-0.3, -0.2, 0.0], [0.1, 0.5, 0.3], [-0.2, 0.0, -1.8], [0.0, -0.1, 0.5], [0.5, 0.2, 0.5], [-1.8, -0.2, 0.8], [0.7, 0.7, -0.1], [0.1, -0.3, 0.1], [0.0, -0.1, 0.1], [-0.1, -0.1, -0.3], [0.4, 0.6, 1.8], [0.0, -0.1, 0.1], [0.2, -0.1, -0.5], [0.6, -0.1, -0.9], [0.5, -0.8, 0.0], [-0.2, 1.0, -0.2], [-0.4, 0.8, 0.8], [-0.5, -1.3, -0.1], [0.1, 2.4, -0.2], [0.0, -1.3, 0.7], [-1.1, -1.1, -0.1], [-0.7, 0.2, -0.2], [-1.3, 1.1, 0.0], [0.8, -1.0, -0.6], [0.4, -0.5, 0.3], [0.0, 0.1, 0.2], [-0.1, 0.0, -0.2], [0.1, 0.5, 0.1], [0.3, -0.4, -0.8], [0.1, 0.1, 0.2], [-0.1, 0.0, -0.3], [0.2, -0.1, 0.2], [0.4, -0.2, 0.0], [0.3, -0.5, 0.3], [0.7, -0.4, 0.1], [0.1, -0.3, 0.2], [0.2, -0.1, -0.4], [0.2, -0.1, 0.1], [-0.7, 0.2, 0.1], [0.0, 0.8, 0.2], [-0.3, 0.1, -0.1], [0.2, 0.3, 0.0], [-0.1, -0.1, -0.4], [0.8, -0.4, 0.1], [0.2, 0.3, 0.3], [-0.6, 0.4, -1.2], [-0.2, -0.7, 0.5], [-0.1, 0.3, 0.0], [0.8, -0.1, -0.5], [-1.6, -0.3, 0.1], [-0.4, 0.4, 0.7], [0.5, -0.6, -0.9], [0.5, 0.1, 0.6], [0.7, 0.9, -0.4], [-0.6, 0.6, -0.3], [0.5, -0.2, 0.5], [0.2, -0.5, -0.1], [-0.3, 0.3, 0.2], [0.1, 0.4, -0.3], [-0.3, 0.2, 0.0], [0.0, -0.2, 0.2], [0.1, 0.1, -0.3], [-0.1, 0.0, 0.1], [0.2, 0.1, 0.2], [-0.2, -0.2, -0.3], [-0.2, 0.0, 0.0], [0.2, 0.0, -0.2], [0.0, -0.1, 0.5], [-0.3, 0.1, -0.1], [0.0, -0.5, 0.2], [0.0, -0.1, 0.0], [0.3, -0.3, 0.7], [0.6, -0.2, -0.2], [0.4, 0.4, 0.3]], "mulliken_charge": [1.329, 0.547, -0.211, -0.226, -0.211, 1.046, -0.688, -0.649, -0.700, 0.622, -0.221, -0.202, -0.232, 1.150, -0.773, -0.654, -0.705, -2.054, 1.615, -0.959, -0.695, -1.238, 1.633, 0.938, 0.010, -1.632, -1.850, -1.686, -0.023, 0.495, 0.464, 0.529, 0.006, 0.434, 0.324, 0.070, 0.579, 0.503, 0.198, 0.387, 0.589, 0.165, 0.261, 0.361, 0.481, 0.269, 0.227, -1.654, 1.477, -1.205, -0.734, -1.137, 1.253, 1.177, 0.011, -1.796, -1.607, -1.958, 0.426, 0.322, 0.458, 0.060, 0.591, 0.337, 0.483, 0.584, 0.109, 0.201, 0.494, 0.302, 0.352, 0.331, 0.433, 0.326, -0.055, 0.610, 0.184]}


{"formula": "C39H32BrCrGeN4O3S3", "method": "the ωB97M-V functional and the def2-TZVPD basis", "energy_ha": -8839.76189, "charge": 1, "symbols": ["Cr", "N", "C", "C", "C", "C", "C", "C", "C", "C", "C", "C", "C", "C", "N", "C", "C", "C", "C", "N", "H", "H", "H", "H", "H", "H", "H", "H", "H", "H", "Br", "C", "C", "C", "C", "C", "N", "C", "O", "O", "H", "H", "H", "O", "C", "C", "C", "C", "C", "S", "C", "C", "C", "C", "S", "C", "C", "C", "C", "S", "H", "H", "H", "H", "H", "H", "H", "H", "H", "C", "Ge", "C", "C", "C", "H", "H", "H", "H", "H", "H", "H", "H", "H", "H"], "positions_angstrom": [[0.83295, -0.31402, -0.70613], [-4.50410, -6.48791, 5.52213], [-3.93292, -5.77643, 4.82496], [-3.22003, -4.88274, 3.95170], [-3.77301, -3.64665, 3.62722], [-3.08853, -2.79088, 2.78196], [-1.84726, -3.15789, 2.26987], [-1.29656, -4.39272, 2.60109], [-1.98258, -5.25830, 3.43445], [-1.11598, -2.23491, 1.36267], [0.09425, -1.69323, 1.84939], [0.60684, -1.86149, 3.14230], [1.76878, -1.10098, 3.23834], [1.92437, -0.49006, 2.00490], [0.92851, -0.82975, 1.15676], [-1.67266, -1.97925, 0.12949], [-2.84974, -2.57683, -0.41688], [-2.97194, -2.11931, -1.69939], [-1.86474, -1.26089, -1.91149], [-1.09977, -1.15527, -0.83725], [-4.73420, -3.36581, 4.03512], [-3.50881, -1.82765, 2.52155], [-0.33602, -4.67895, 2.19230], [-1.56632, -6.22385, 3.68595], [0.15780, -2.45919, 3.91828], [2.41625, -0.99289, 4.09199], [2.68596, 0.21573, 1.71195], [-3.49351, -3.27193, 0.09606], [-3.73343, -2.36275, -2.42135], [-1.63255, -0.72664, -2.82093], [1.05278, 2.23080, -3.53985], [0.86704, 0.40919, -3.93839], [0.71456, 0.05666, -5.27379], [0.61841, -1.28110, -5.60359], [0.69717, -2.22502, -4.59105], [0.84583, -1.78009, -3.29776], [0.91061, -0.48161, -2.95163], [0.97893, -2.75005, -2.15281], [0.87496, -3.93669, -2.30509], [1.25227, -2.12948, -1.03603], [0.68219, 0.83202, -6.02427], [0.49951, -1.58020, -6.63621], [0.64879, -3.29006, -4.76676], [0.21932, 1.21352, -0.52810], [-0.69790, 2.33152, -0.12048], [0.20576, 3.45154, 0.33965], [0.03554, 4.24021, 1.44062], [0.98570, 5.29240, 1.52380], [1.85468, 5.28680, 0.47904], [1.52160, 4.02330, -0.61802], [-1.52918, 2.74253, -1.30964], [-2.40596, 1.97265, -2.01805], [-3.05432, 2.68466, -3.05690], [-2.67378, 3.99267, -3.09553], [-1.52837, 4.35988, -1.89134], [-1.55346, 1.81177, 1.00661], [-2.91740, 1.71450, 1.04871], [-3.39731, 1.23896, 2.29497], [-2.38859, 0.98935, 3.17560], [-0.85999, 1.33125, 2.50897], [-0.75328, 4.08829, 2.16130], [1.01544, 6.01485, 2.32524], [2.67753, 5.95856, 0.29369], [-2.60500, 0.94265, -1.77500], [-3.78095, 2.25251, -3.72902], [-3.01535, 4.76385, -3.76700], [-3.55913, 2.00351, 0.23201], [-4.44369, 1.10817, 2.52798], [-2.46385, 0.62975, 4.18982], [3.85010, 2.32766, 1.23196], [4.20415, 1.24601, -0.35582], [4.47230, 2.23064, -2.01456], [5.72757, 0.07252, -0.03906], [2.69652, -0.06915, -0.63658], [4.32702, 3.30034, 1.11006], [4.28920, 1.83979, 2.10271], [2.78805, 2.48881, 1.40826], [5.44662, 2.71497, -1.93174], [3.71007, 2.98513, -2.18050], [4.50065, 1.55815, -2.87110], [6.59622, 0.66711, 0.24579], [5.97938, -0.49251, -0.93646], [5.52007, -0.63037, 0.76841], [3.16994, -1.04968, -0.76006]], "forces_ev_per_angstrom": [[0.2, 0.6, -0.1], [0.0, 0.0, 0.0], [0.0, 0.0, 0.0], [0.0, 0.0, 0.0], [0.0, 0.0, 0.0], [0.0, 0.0, 0.0], [0.0, 0.0, 0.0], [0.0, 0.0, 0.0], [0.0, 0.0, 0.0], [0.0, 0.0, 0.0], [0.0, 0.0, 0.0], [0.0, 0.0, 0.0], [0.0, 0.0, 0.0], [0.0, 0.0, 0.0], [0.0, 0.0, 0.0], [0.0, 0.0, 0.0], [0.0, 0.0, 0.0], [0.0, 0.0, 0.0], [0.0, 0.0, 0.0], [0.0, 0.0, 0.0], [0.0, 0.0, 0.0], [0.0, 0.0, 0.0], [0.0, 0.0, 0.0], [0.0, 0.0, 0.0], [0.0, 0.0, 0.0], [0.0, 0.0, 0.0], [0.0, 0.0, 0.0], [0.0, 0.0, 0.0], [0.0, 0.0, 0.0], [0.0, 0.0, 0.0], [0.0, 0.0, 0.0], [0.0, 0.0, 0.0], [0.0, 0.0, 0.0], [0.0, 0.0, 0.0], [0.0, 0.0, 0.0], [0.0, 0.0, 0.0], [0.0, -0.1, 0.1], [-0.1, 0.1, 0.0], [0.0, 0.0, 0.0], [0.1, -0.4, 0.0], [0.0, 0.0, 0.0], [0.0, 0.0, 0.0], [0.0, 0.0, 0.0], [-0.1, -0.1, -0.1], [0.0, 0.0, 0.1], [0.0, 0.0, 0.0], [0.0, 0.0, 0.0], [0.0, 0.0, 0.0], [0.0, 0.0, 0.0], [0.0, 0.0, 0.0], [0.0, 0.0, 0.0], [0.0, 0.0, 0.0], [0.0, 0.0, 0.0], [0.0, 0.0, 0.0], [0.0, 0.0, 0.0], [0.0, 0.0, 0.0], [0.0, 0.0, 0.0], [0.0, 0.0, 0.0], [0.0, 0.0, 0.0], [0.0, 0.0, 0.0], [0.0, 0.0, 0.0], [0.0, 0.0, 0.0], [0.0, 0.0, 0.0], [0.0, 0.0, 0.0], [0.0, 0.0, 0.0], [0.0, 0.0, 0.0], [0.0, 0.0, 0.0], [0.0, 0.0, 0.0], [0.0, 0.0, 0.0], [0.0, 0.0, 0.0], [0.0, 0.0, 0.1], [0.0, 0.0, 0.0], [0.0, 0.0, 0.0], [-0.1, -0.2, -0.1], [0.0, 0.0, 0.0], [0.0, 0.0, 0.0], [0.0, 0.0, 0.0], [0.0, 0.0, 0.0], [0.0, 0.0, 0.0], [0.0, 0.0, 0.0], [0.0, 0.0, 0.0], [0.0, 0.0, 0.0], [0.0, 0.0, 0.0], [0.0, 0.0, 0.0]], "mulliken_charge": [-1.176, -0.504, -0.169, 0.600, -0.892, -0.270, -0.153, -0.157, -0.957, 1.777, -0.275, -0.851, -2.032, -0.353, 2.329, -0.586, -0.915, -1.816, -1.139, 1.894, 0.473, 0.612, 0.568, 0.470, 0.697, 0.538, -0.317, 0.717, 0.522, 0.948, 0.047, 0.184, -0.704, -0.685, -0.809, 0.741, 1.102, 0.169, -0.677, -0.290, 0.525, 0.467, 0.603, 0.020, 2.936, -1.398, -0.739, -0.844, -0.737, 0.256, -0.682, -0.652, -1.233, -0.508, -0.020, -0.452, -0.393, -0.837, -0.561, 0.035, 0.747, 0.456, 0.544, 1.050, 0.463, 0.494, 0.694, 0.485, 0.545, -0.974, 0.985, -1.064, -1.431, -0.429, 0.347, 0.475, 0.127, 0.422, 0.227, 0.357, 0.433, 0.393, 0.423, 0.786]}


{"formula": "C4H5NO", "method": "the ωB97M-V functional and the def2-TZVPD basis", "e_above_lowest_kcal_mol": 50.2, "symbols": ["C", "C", "C", "O", "C", "N", "H", "H", "H", "H", "H"], "positions_angstrom": [[-1.03423, -0.67115, 0.57299], [0.24374, 0.14637, 0.48891], [1.20820, -0.20567, -0.57239], [0.94372, -0.99085, -1.44829], [0.10602, 1.40435, -0.57022], [-0.25516, 2.26727, -1.26076], [-1.72008, -0.22130, 1.29711], [-1.46190, -0.70120, -0.42653], [-0.87337, -1.71489, 0.88399], [0.69181, 0.32669, 1.49285], [2.15127, 0.36039, -0.45765]], "forces_ev_per_angstrom": [[-0.1, 0.2, -0.2], [-0.3, 1.4, -1.1], [1.1, -2.4, 0.1], [0.6, 0.1, -0.1], [-2.3, 1.0, 2.5], [0.8, -1.2, 0.6], [0.0, 0.0, -0.3], [-0.3, -0.1, 0.1], [0.4, 0.4, -0.1], [-0.1, 0.8, -1.1], [0.2, -0.2, -0.5]], "mulliken_charge": [-1.179, 0.269, -0.007, -0.490, 0.122, -0.405, 0.346, 0.316, 0.323, 0.360, 0.345]}


{"formula": "C4H13N3", "method": "the ωB97M-V functional and the def2-TZVPD basis", "e_above_lowest_kcal_mol": 155.5, "charge": 2, "symbols": ["C", "C", "C", "C", "N", "N", "N", "H", "H", "H", "H", "H", "H", "H", "H", "H", "H", "H", "H", "H"], "positions_angstrom": [[1.50443, 1.01393, 1.18144], [0.83454, -1.17073, 2.06024], [-2.22939, 0.26972, -1.02865], [-0.53571, -0.97185, -2.02713], [1.53688, 2.04023, 0.40578], [0.78425, -0.09612, 0.99503], [-1.08175, -0.26020, -0.95025], [2.10832, 1.11629, 2.11896], [-0.22020, -1.17079, 2.57615], [1.57194, -0.79034, 2.64330], [1.01866, -2.20720, 1.65581], [-2.15083, 1.24181, -0.50044], [-2.76730, 0.17745, -2.03116], [-3.14206, 0.02866, -0.44151], [-1.13014, -0.71602, -2.92483], [0.59792, -0.86002, -2.17806], [-0.48364, -2.08925, -1.90926], [2.40305, 2.57012, 0.53885], [1.11991, 2.29161, -0.47238], [0.26114, -0.41729, 0.28811]], "forces_ev_per_angstrom": [[-1.5, -2.7, 0.4], [-4.0, -0.5, -1.5], [-4.2, 1.6, -3.0], [0.2, 0.6, -1.6], [2.1, 2.2, -0.6], [3.7, 0.6, 5.1], [3.6, -3.2, 0.5], [-0.5, -0.5, -0.9], [2.2, -0.1, -0.7], [2.0, 0.1, 2.5], [0.1, 1.4, 0.2], [-0.3, 0.4, 0.1], [0.6, 0.6, 0.7], [0.3, -0.5, 1.1], [0.6, -0.6, 0.0], [-1.3, 0.4, 0.5], [-0.6, 0.4, 0.6], [-0.6, 0.4, 0.1], [-0.6, -0.7, -0.2], [-1.9, 0.2, -3.4]], "mulliken_charge": [0.269, -0.854, -0.595, -0.838, -0.261, -0.078, -0.045, 0.299, 0.317, 0.318, 0.325, 0.410, 0.333, 0.405, 0.413, 0.338, 0.386, 0.294, 0.228, 0.335]}


{"formula": "C4H6N2O2", "method": "the ωB97M-V functional and the def2-TZVPD basis", "e_above_lowest_kcal_mol": 99.9, "smiles": "O=C/C(=N/O)[C@@H]1CN1", "symbols": ["C", "C", "C", "C", "H", "H", "H", "H", "H", "H", "N", "N", "O", "O"], "positions_angstrom": [[0.47680, 0.30131, 0.09455], [-0.03214, 1.67175, 0.13598], [-0.35571, -0.88480, -0.16147], [-1.77744, -0.87336, -0.57857], [3.35765, -0.59936, -0.20401], [0.66850, 2.50327, 0.25827], [0.25110, -1.75468, -0.52193], [-1.98802, -1.82812, -1.10062], [-2.36198, 0.06138, -0.75795], [-1.64740, -2.14223, 0.98471], [1.78675, 0.36307, 0.03168], [-1.45199, -1.09955, 0.80599], [2.39611, -0.84941, -0.08482], [-1.20764, 1.80263, -0.09832]], "forces_ev_per_angstrom": [[3.2, 0.4, -0.6], [-1.4, -0.7, -0.6], [0.8, -1.1, 0.2], [-0.9, 0.2, -0.8], [-1.6, -0.5, 0.2], [0.2, 0.0, 0.2], [-0.7, 0.9, 0.5], [-0.4, 1.1, -0.2], [0.8, -1.2, -0.2], [0.9, 2.1, 0.0], [-1.9, -0.2, 0.6], [-0.4, -2.4, 0.8], [1.8, 0.1, -0.5], [-0.3, 1.4, 0.3]], "mulliken_charge": [0.212, -0.076, 0.251, -0.447, 0.376, 0.383, 0.388, 0.272, 0.256, 0.258, -0.447, -0.587, -0.350, -0.487]}